Formula: C49H41F6N3O7PS2TeY
Source: the OMol25 dataset
Level of theory: ωB97M-V/def2-TZVPD

Summary:
Highest occupied orbital energy (alpha / beta) in eV: -4.9 / -4.9
<S²>: 0.757
HOMO-LUMO gap (alpha / beta) in Eh: 0.219 / 0.206
Energy relative to the best compared isomer or geometry (same formula, charge and spin) in kJ/mol: 118.5
Molecular weight in g/mol: 1209.483

ORCA input file:
```
! wB97M-V def2-TZVPD RIJCOSX def2/J DEFGRID3
* xyz -1 2
Y -0.332 1.219 0.903
O 2.247 5.945 -2.464
C 1.685 5.068 -1.853
C 1.057 3.837 -2.451
O 0.865 3.680 -3.650
C 0.722 2.957 -1.334
C 0.946 3.653 -0.115
O 0.681 3.138 1.024
C 1.492 4.989 -0.361
O 1.735 5.864 0.445
O 0.274 1.746 -1.352
O -1.206 -1.331 -0.808
N -1.652 -0.162 -0.236
F -2.758 -1.308 7.263
C -2.439 -2.080 6.221
F -1.277 -2.694 6.501
F -3.380 -3.061 6.153
C -2.379 -1.330 4.923
C -2.797 -0.021 4.825
C -2.708 0.592 3.582
N -2.291 -0.027 2.477
C -1.906 -1.302 2.597
C -1.922 -1.994 3.790
H -3.109 0.534 5.697
H -3.009 1.625 3.467
H -1.566 -1.788 1.690
H -1.573 -3.015 3.847
F 1.659 -0.656 -0.409
C 1.344 -0.228 0.879
F 2.543 0.257 1.345
F 1.185 -1.434 1.560
C -3.079 -7.413 -3.738
C -2.722 -5.976 -3.478
C -2.158 -5.184 -4.465
C -1.820 -3.857 -4.230
C -1.254 -3.038 -5.364
C -2.022 -3.313 -2.949
Te -1.622 -1.200 -2.771
N -2.287 0.500 -1.184
C -2.443 1.844 -1.046
O -2.121 2.452 -0.006
C -2.925 2.489 -2.285
C -3.624 1.778 -3.264
C -3.918 2.375 -4.477
C -3.519 3.682 -4.725
C -2.847 4.399 -3.746
C -2.558 3.809 -2.528
C 0.430 -1.206 -3.294
C 0.789 -0.148 -4.140
C -0.211 0.745 -4.823
C 2.137 0.031 -4.421
C 3.102 -0.812 -3.892
C 4.560 -0.556 -4.150
C 2.703 -1.878 -3.095
C 1.376 -2.092 -2.759
C 1.033 -3.246 -1.857
C -2.661 -4.078 -1.961
C -3.045 -3.506 -0.622
C -2.979 -5.399 -2.242
H -3.122 -7.619 -4.807
H -4.047 -7.655 -3.299
H -2.340 -8.082 -3.295
H -1.985 -5.600 -5.451
H -1.473 -3.499 -6.326
H -0.173 -2.932 -5.271
H -1.684 -2.031 -5.371
H -3.973 0.775 -3.065
H -4.458 1.820 -5.234
H -3.736 4.142 -5.680
H -2.536 5.418 -3.933
H -2.021 4.350 -1.759
H -1.124 0.870 -4.244
H -0.468 0.342 -5.808
H 0.200 1.743 -4.949
H 2.430 0.862 -5.051
H 4.706 -0.022 -5.088
H 5.128 -1.485 -4.179
H 4.965 0.063 -3.346
H 3.455 -2.541 -2.683
H 1.919 -3.557 -1.306
H 0.674 -4.101 -2.434
H 0.274 -2.964 -1.134
H -3.627 -2.590 -0.750
H -2.160 -3.255 -0.042
H -3.638 -4.218 -0.052
H -3.452 -5.994 -1.468
S 0.043 1.976 6.903
P 1.134 1.889 5.267
S 0.079 1.365 3.643
C 2.039 3.443 4.965
C 2.895 3.883 5.974
C 3.623 5.046 5.794
C 3.492 5.769 4.612
C 2.639 5.330 3.612
C 1.907 4.161 3.786
C 2.504 0.687 5.433
C 3.548 0.708 4.511
C 4.591 -0.194 4.636
C 4.592 -1.122 5.669
C 3.542 -1.153 6.575
C 2.496 -0.247 6.458
H 2.974 3.306 6.888
H 4.299 5.384 6.570
H 4.066 6.678 4.474
H 2.544 5.882 2.684
H 1.257 3.801 2.998
H 3.529 1.422 3.697
H 5.409 -0.173 3.926
H 5.411 -1.824 5.766
H 3.537 -1.881 7.377
H 1.673 -0.247 7.162
*
```



Formula: C49H41I2N2NaO9P4
Source: the OMol25 dataset
Level of theory: ωB97M-V/def2-TZVPD

Summary:
Highest occupied orbital energy in eV: -2.4
HOMO-LUMO gap in Eh: 0.217
Molecular weight in g/mol: 1202.566

ORCA input file:
```
! wB97M-V def2-TZVPD RIJCOSX def2/J DEFGRID3
* xyz -2 1
Na 0.794 1.375 -1.673
I -5.969 1.293 -5.553
C -4.277 0.985 -4.359
C -3.718 -0.278 -4.268
C -2.613 -0.462 -3.447
I -1.757 -2.368 -3.352
C -2.006 0.577 -2.671
O -1.029 0.385 -1.877
C -2.615 1.875 -2.840
C -1.986 3.080 -2.171
N -1.825 2.901 -0.709
C -0.871 3.854 -0.144
C -0.116 3.245 1.024
C 0.474 4.029 2.016
C 1.177 3.400 3.029
C 1.287 2.014 3.024
C 0.677 1.318 1.994
N -0.016 1.923 1.027
C -3.717 2.051 -3.654
H -4.131 -1.112 -4.819
H -2.619 3.951 -2.359
H -1.022 3.273 -2.656
H -1.468 1.960 -0.556
H -1.378 4.762 0.193
H -0.118 4.182 -0.877
H 0.381 5.108 1.980
H 1.644 3.986 3.813
H 1.843 1.488 3.790
H 0.750 0.236 1.920
H -4.143 3.044 -3.746
O 1.056 5.009 -3.211
P 2.051 3.711 -3.182
O 3.172 3.977 -4.109
O 1.171 2.500 -3.269
O 2.539 3.830 -1.603
P 3.438 2.673 -0.850
O 3.722 3.422 0.567
O 4.741 2.418 -1.491
O 2.480 1.537 -0.580
H 1.574 5.727 -3.592
H 2.880 3.608 1.004
O 0.182 -2.407 0.998
C -0.518 -2.802 2.093
C -0.166 -3.985 2.742
C -0.874 -4.393 3.853
C -1.937 -3.610 4.329
C -2.234 -2.422 3.689
C -1.521 -1.986 2.564
P -1.885 -0.371 1.721
C -1.818 0.795 3.147
C -1.135 0.539 4.336
C -1.016 1.515 5.318
C -1.573 2.773 5.128
C -2.214 3.058 3.929
C -2.316 2.087 2.946
C -3.704 -0.638 1.457
C -4.742 0.160 1.926
C -6.063 -0.104 1.570
C -6.365 -1.163 0.729
C -5.335 -1.964 0.247
C -4.024 -1.703 0.610
C 0.392 -3.247 -0.085
C -0.319 -4.425 -0.277
C -0.019 -5.232 -1.369
C 0.995 -4.853 -2.251
C 1.665 -3.656 -2.027
C 1.373 -2.825 -0.946
P 2.110 -1.120 -0.686
C 3.692 -1.607 0.175
C 4.159 -2.916 0.300
C 5.367 -3.195 0.933
C 6.139 -2.165 1.453
C 5.683 -0.857 1.348
C 4.469 -0.584 0.729
C 2.765 -0.867 -2.417
C 4.109 -0.938 -2.769
C 4.490 -0.836 -4.101
C 3.537 -0.652 -5.095
C 2.197 -0.536 -4.749
C 1.823 -0.637 -3.418
H 0.655 -4.572 2.349
H -0.608 -5.319 4.348
H -2.517 -3.929 5.186
H -3.045 -1.801 4.055
H -0.674 -0.427 4.500
H -0.472 1.292 6.228
H -1.487 3.532 5.897
H -2.613 4.049 3.745
H -2.740 2.354 1.984
H -4.536 0.997 2.581
H -6.854 0.532 1.949
H -7.391 -1.354 0.437
H -5.545 -2.780 -0.434
H -3.232 -2.323 0.202
H -1.111 -4.714 0.404
H -0.580 -6.148 -1.525
H 1.248 -5.468 -3.107
H 2.429 -3.339 -2.727
H 3.582 -3.738 -0.104
H 5.706 -4.223 1.010
H 7.087 -2.379 1.936
H 6.270 -0.035 1.742
H 4.127 0.439 0.649
H 4.871 -1.051 -2.007
H 5.542 -0.884 -4.358
H 3.842 -0.567 -6.132
H 1.444 -0.338 -5.501
H 0.774 -0.531 -3.146
*
```



- The lowest molecular weight belongs to which entry?
  C49H41I2N2NaO9P4



- What is the molecular weight in the second record?
  1202.566 g/mol